The following is a quantum chemistry calculation of a molecular structure, C39H62BF2N8O3PrSi, from OMol25.

## Properties
- energy relative to the best compared isomer or geometry (same formula, charge and spin) (kcal/mol) = 8.8
- HOMO-LUMO gap (spin up / spin down) (eV) = 6.7 / 6.7
- multiplicity = 3
- molar mass (g mol⁻¹) = 908.8

Geometry as XYZ:
```
117
Properties=species:S:1:pos:R:3:mulliken_spin:R:1
Pr -0.22 -0.19 0.44 2.023
C 1.63 -0.56 3.82 0.000
O 1.44 -1.27 2.62 -0.004
C 2.17 -2.48 2.63 0.000
C 1.90 -3.24 1.33 0.002
O 1.78 -2.37 0.22 -0.002
C 2.96 -2.14 -0.50 0.000
C 3.89 -1.12 0.16 0.001
O 3.11 -0.04 0.65 0.002
C 3.91 0.85 1.39 0.000
H 1.31 -1.16 4.68 0.000
H 2.69 -0.29 3.95 0.000
H 1.03 0.34 3.74 0.000
H 3.25 -2.26 2.75 0.000
H 1.86 -3.11 3.48 0.000
H 2.68 -3.98 1.16 0.000
H 0.94 -3.75 1.42 -0.001
H 3.51 -3.09 -0.63 0.000
H 2.62 -1.78 -1.48 -0.001
H 4.44 -1.58 1.00 0.000
H 4.63 -0.77 -0.58 0.000
H 4.60 1.41 0.74 0.000
H 3.24 1.55 1.88 0.000
H 4.50 0.31 2.14 0.000
C 0.63 -0.52 -5.58 0.000
N 0.67 -1.70 -4.76 0.000
C 0.04 -2.83 -5.42 0.000
C -0.13 -3.85 -4.31 0.000
N 0.00 -3.05 -3.12 -0.001
C 0.12 -3.75 -1.88 -0.004
C 0.51 -1.81 -3.38 0.002
N 0.82 -1.02 -2.41 -0.001
C 1.51 0.24 -2.67 0.007
C 0.56 1.39 -3.04 0.000
N 0.04 2.08 -1.88 -0.002
C -0.02 3.36 -1.95 0.001
N -0.46 4.17 -0.95 0.000
C -1.42 3.80 0.06 -0.001
C -0.39 5.56 -1.33 0.000
C 0.61 5.50 -2.48 0.000
N 0.46 4.15 -3.02 0.000
C -0.26 4.03 -4.28 0.000
H 1.00 -0.82 -6.57 0.000
H 1.27 0.27 -5.21 0.000
H -0.39 -0.13 -5.70 0.000
H 0.67 -3.17 -6.24 0.000
H -0.93 -2.52 -5.83 0.000
H 0.65 -4.63 -4.35 0.000
H -1.10 -4.35 -4.33 0.000
H 1.09 -4.26 -1.80 0.000
H -0.68 -4.49 -1.83 0.000
H 0.01 -3.05 -1.05 -0.001
H 2.26 0.11 -3.47 0.000
H 2.04 0.52 -1.76 -0.006
H -0.31 0.98 -3.58 0.000
H 1.11 2.09 -3.69 0.000
H -1.27 4.44 0.94 0.000
H -1.28 2.76 0.35 -0.006
H -2.44 3.94 -0.31 0.000
H -0.05 6.18 -0.50 0.000
H -1.38 5.92 -1.66 0.000
H 1.63 5.61 -2.11 0.000
H 0.44 6.26 -3.25 0.000
H -0.72 4.99 -4.55 0.000
H -1.06 3.29 -4.20 0.000
H 0.41 3.74 -5.08 0.000
F -3.69 0.19 0.16 0.001
B -2.49 0.56 -0.37 -0.010
F -2.83 1.30 -1.47 0.001
C -0.83 -5.08 3.78 0.000
C -0.82 -3.70 3.96 0.002
C -1.08 -2.86 2.91 -0.013
C -1.36 -3.36 1.62 0.009
C -1.38 -4.76 1.46 -0.002
C -1.11 -5.60 2.53 0.000
N -1.52 -2.47 0.58 -0.008
C -2.54 -2.68 -0.31 0.000
C -2.51 -2.03 -1.57 0.000
C -3.56 -2.13 -2.45 0.001
C -4.68 -2.90 -2.15 -0.001
C -4.73 -3.54 -0.92 0.000
C -3.69 -3.44 -0.02 -0.002
H -0.62 -5.74 4.62 0.000
H -0.63 -3.28 4.94 0.000
H -1.10 -1.78 3.04 0.010
H -1.59 -5.17 0.48 0.000
H -1.13 -6.67 2.39 0.000
H -1.63 -1.46 -1.83 0.003
H -3.51 -1.60 -3.39 0.000
H -5.50 -2.98 -2.84 0.000
H -5.60 -4.12 -0.66 0.000
H -3.77 -3.93 0.95 0.000
C -1.19 0.93 5.24 0.000
Si -1.35 2.02 3.65 0.004
C -3.07 1.63 2.92 0.000
C -1.54 3.79 4.38 0.000
N -0.15 1.74 2.45 -0.004
C 0.83 2.63 2.15 -0.003
C 1.32 3.62 3.03 0.000
C 2.23 4.57 2.62 0.000
C 2.72 4.58 1.32 0.000
C 2.33 3.56 0.46 0.000
C 1.43 2.59 0.88 0.003
H -2.02 1.13 5.90 0.000
H -0.28 1.14 5.80 0.000
H -1.20 -0.13 5.02 0.000
H -3.84 1.83 3.66 0.000
H -3.16 0.59 2.63 -0.001
H -3.29 2.23 2.04 0.001
H -2.56 3.97 4.68 0.000
H -1.28 4.56 3.65 0.000
H -0.91 3.94 5.25 0.000
H 0.95 3.64 4.05 0.000
H 2.55 5.32 3.32 0.000
H 3.39 5.35 0.99 0.000
H 2.72 3.51 -0.54 0.000
H 1.14 1.78 0.20 0.001
```